Entry from the Open Molecules 2025 dataset: a molecular structure, C32H32IrN6O3S2 in a non-equilibrium geometry (wB97M-V/def2-TZVPD).

Structure (XYZ):
```
76
Properties=species:S:1:pos:R:3:forces:R:3:mulliken_charge:R:1
Ir 0.377417 -0.286076 0.392441 1.3300 -2.8539 2.5437 1.317
N -2.121157 -2.400772 7.860034 0.0903 0.0447 -0.1463 -0.480
C -1.878554 -1.619121 6.764997 0.0059 -0.1201 0.1067 1.220
C -0.942012 -0.577592 6.830406 0.0090 0.0567 0.0380 -0.824
C -0.705040 0.220278 5.732752 -0.1244 0.0298 -0.0479 -0.492
C -1.407318 -0.010311 4.551210 0.1907 -0.2295 0.1119 -0.351
C -2.308807 -1.066308 4.456069 -0.0060 0.0871 0.0368 -0.365
C -2.546375 -1.861627 5.556061 -0.0614 -0.0043 -0.0282 -0.897
S -1.017507 0.920139 3.142924 0.1496 0.0419 -0.1809 1.531
O -2.071079 0.768298 2.169909 0.0041 -0.0436 -0.0039 -0.767
O -0.587534 2.230332 3.527004 0.0408 0.0202 0.0146 -0.749
N 0.247006 0.103153 2.437862 -0.6342 0.9618 0.1826 -0.323
C 1.553030 0.280982 2.663409 0.0154 0.1429 0.2279 0.594
N 2.147928 0.676570 3.780765 0.2386 -0.0412 0.0055 -0.394
C 3.474059 0.718531 3.734985 -0.1414 -0.0360 -0.0336 -0.283
C 4.223226 0.376269 2.606691 -0.0738 -0.0022 0.1700 -0.771
C 3.526125 -0.003912 1.483674 0.0150 -0.1959 -0.6035 -0.151
N 2.198211 -0.051622 1.511376 -1.3709 0.4237 -0.5120 -0.222
H -1.688895 -2.193956 8.739793 -0.0229 0.0063 0.0276 0.188
H -2.829815 -3.108296 7.838038 -0.0292 0.0064 0.0194 0.185
H -0.411009 -0.400525 7.758293 -0.0076 0.0213 -0.0277 0.293
H 0.014368 1.027726 5.771775 -0.0076 -0.0211 0.0366 0.443
H -2.826883 -1.237330 3.521384 -0.0051 -0.0167 0.0320 0.499
H -3.259673 -2.675411 5.497247 0.0022 0.0291 -0.0070 0.290
H 3.965546 1.035911 4.647511 0.0341 0.0123 -0.0181 0.459
H 5.301813 0.401185 2.610486 -0.0200 0.0185 -0.0111 0.407
H 4.014456 -0.281720 0.558359 -0.0326 0.0463 -0.0223 0.558
C -2.215921 -3.497475 -0.066544 0.0589 -0.0277 0.0352 -0.723
N -0.892886 -4.024507 -0.389246 -0.1828 -0.0929 0.0691 0.435
C -0.610782 -5.003259 -1.320137 -0.0923 0.0245 0.0550 -0.159
C 0.728944 -5.169875 -1.332430 0.0582 0.0165 -0.0221 -0.637
N 1.230862 -4.290976 -0.403030 0.0983 -0.1679 0.0171 0.251
C 0.243055 -3.592679 0.165843 0.0889 0.1184 -0.0034 -0.605
S 0.394405 -2.410347 1.424453 -0.1632 0.0662 -0.4715 -0.215
H -2.940357 -3.934914 -0.746755 0.0281 -0.0069 -0.0285 0.304
H -2.208911 -2.416085 -0.176035 -0.0055 0.0108 -0.0654 0.273
H -2.475648 -3.746320 0.959521 0.0153 -0.0192 0.0076 0.323
H -1.383234 -5.509981 -1.870892 0.0086 0.0637 -0.0219 0.484
H 1.350208 -5.821065 -1.920379 0.0017 0.0171 0.0323 0.422
H 2.200024 -4.152335 -0.168870 0.0011 0.0378 -0.0200 0.227
C -0.082489 6.753369 -4.084426 -0.0120 -0.0340 -0.0245 -1.491
C -0.317907 5.572165 -3.190939 0.0295 -0.0576 -0.0057 0.601
C -1.541845 5.384018 -2.557951 -0.0404 0.0394 -0.0570 -0.842
C -1.760328 4.318741 -1.704446 -0.0665 -0.0315 0.0567 0.893
C -3.129193 4.147602 -1.088394 0.1425 0.0378 0.0579 -1.804
C -0.692803 3.424281 -1.448312 0.1084 0.1927 -0.0309 0.898
C -0.882590 2.452289 -0.417501 -0.1424 -0.1727 0.2716 -0.508
O 0.008040 1.726532 0.051856 0.4174 0.5670 -1.0127 -0.879
C 0.539002 3.557845 -2.142830 0.0660 -0.0432 0.0797 0.721
C 1.673414 2.579100 -1.995458 -0.0544 0.0713 0.0420 -1.096
C 0.694269 4.630784 -2.996570 -0.0323 0.0483 -0.0452 -0.924
H -0.970177 7.377096 -4.168801 0.0116 -0.0010 0.0111 0.356
H 0.205377 6.426343 -5.085007 0.0033 0.0022 0.0114 0.355
H 0.734740 7.363243 -3.695734 -0.0110 0.0066 -0.0036 0.339
H -2.344943 6.088872 -2.739502 0.0133 -0.0170 -0.0022 0.294
H -3.813117 4.887900 -1.495953 -0.0058 0.0043 -0.0106 0.368
H -3.107856 4.276296 -0.004966 -0.0132 0.0012 -0.0106 0.400
H -3.536865 3.158701 -1.299223 -0.0305 0.0142 0.0029 0.379
H -1.875792 2.381655 0.039057 -0.0334 -0.1063 -0.0376 0.535
H 1.328488 1.548819 -2.088201 0.0122 -0.0114 0.0030 0.053
H 2.143226 2.673795 -1.014705 -0.0155 -0.0220 0.0000 0.257
H 2.425542 2.770192 -2.759268 -0.0060 0.0155 -0.0044 0.406
H 1.632802 4.748884 -3.527110 -0.0197 -0.0005 0.0075 0.404
C 0.472309 -1.206618 -1.368437 0.2792 1.1586 -0.6704 -0.288
C 0.627684 -1.772255 -2.434189 -0.0163 -0.1851 -0.3348 0.088
C 0.904038 -2.354255 -3.725526 -0.0511 0.0768 0.2437 0.468
C 2.081624 -1.998971 -4.388535 0.0437 -0.0219 -0.0543 -0.406
C 2.365944 -2.518085 -5.642191 -0.0107 0.0007 0.0634 -0.531
C 1.487992 -3.408788 -6.244880 0.0362 -0.0133 -0.0148 -0.471
C 0.327183 -3.783818 -5.583782 -0.0388 0.0220 0.0266 -0.633
C 0.031402 -3.255409 -4.336300 -0.0096 -0.0320 -0.0452 -0.348
H 2.767993 -1.313428 -3.908200 -0.0245 0.0319 -0.0394 0.455
H 3.275539 -2.224881 -6.150158 -0.0063 -0.0056 0.0052 0.400
H 1.706874 -3.806922 -7.227134 0.0066 -0.0128 0.0258 0.399
H -0.353048 -4.489501 -6.043728 -0.0164 0.0448 -0.0082 0.395
H -0.885813 -3.530567 -3.833512 -0.0168 0.0078 0.0085 0.465
```
Positions in Å, forces in eV/Å.

Calculated values
HOMO level (spin up / spin down): -10.1 / -10.1 eV
electronic energy: -73288.811 eV
net charge: +1
energy above the lowest of the compared OMol25 structures with the same formula, charge and spin: 1.2333 eV

---

Entry from the Open Molecules 2025 dataset: a molecular structure, C8H6Br4KN2O2S in a non-equilibrium geometry (wB97M-V/def2-TZVPD).

Structure (XYZ):
```
24
Properties=species:S:1:pos:R:3:forces:R:3:mulliken_charge:R:1
K 8.257635 5.368161 3.849688 0.4753 -0.4682 0.2451 0.986
Br 13.078427 3.407444 9.068959 0.5863 -0.0162 0.5679 -0.225
C 12.274128 3.539342 7.386964 2.1071 -0.1294 -1.4853 0.109
C 13.080570 3.651109 6.213740 -2.4501 -0.4701 0.7160 0.114
Br 14.893386 3.725691 6.324911 1.8915 0.0430 0.3289 -0.208
C 12.475397 3.675965 4.930095 -0.8466 0.1993 1.9378 -0.154
Br 13.481086 3.441841 3.384139 0.1373 0.1119 -0.6722 -0.186
C 11.074291 3.843757 4.829230 0.9987 -0.5079 0.8332 0.382
O 10.477747 3.952448 3.728378 -1.2572 0.5685 -1.4480 -0.944
C 10.295366 3.823904 6.070062 0.7125 -0.2761 1.0703 0.513
O 9.046496 4.079056 6.036582 -1.7145 0.3559 -0.6419 -0.904
C 10.901256 3.503297 7.302003 -0.0546 0.6192 -1.5000 -0.368
Br 9.855002 3.241209 8.833196 -0.5448 0.0363 0.1388 -0.186
C 6.418562 3.784256 7.862797 -1.3405 -1.2348 -0.2907 -0.745
N 5.389875 3.694385 6.818120 -1.1727 0.1434 0.8836 -0.163
C 5.552029 3.376936 5.526051 0.8084 1.0004 0.3138 0.161
N 6.803574 3.128524 5.080045 -1.6544 -1.3874 -1.8460 -0.331
S 4.272861 3.531060 4.443662 -0.5201 -0.3267 -0.2645 -0.478
H 5.972144 3.574662 8.856522 -0.0070 0.4580 -0.6010 0.317
H 6.849442 4.762635 7.801984 0.9214 0.1537 0.2879 0.264
H 7.046231 2.926589 7.682426 1.0495 0.3735 0.0442 0.271
H 4.440267 3.952909 7.092062 0.5942 -0.1493 -0.5425 0.208
H 7.693185 3.265269 5.544832 0.9985 0.1445 0.8755 0.332
H 6.778335 2.619168 4.175986 0.2816 0.7582 1.0489 0.233
```
Positions in Å, forces in eV/Å.

Calculated values
HOMO level: -2.9 eV
electronic energy: -322801.580 eV
net charge: -1

---

Entry from the Open Molecules 2025 dataset: 2 unconnected molecules or ions with the total composition C6H9NO2 in a non-equilibrium geometry (wB97M-V/def2-TZVPD).

Structure (XYZ):
```
18
Properties=species:S:1:pos:R:3:forces:R:3:mulliken_charge:R:1
C -1.954819 0.320468 -1.098194 0.1979 -0.4777 -0.1086 -0.711
O -1.053289 0.653388 -0.043633 0.1274 -1.1034 1.0578 -0.367
C -0.615635 -0.427035 0.728795 -1.7982 0.9326 -0.0203 0.623
C 0.012498 0.070137 2.002619 0.4731 -0.1052 -0.3160 -0.949
O -0.955663 -1.561690 0.504196 0.3300 0.3651 -0.1200 -0.583
H -1.407618 -0.209426 -1.882107 -0.1508 0.1043 -0.0671 0.298
H -2.369116 1.252669 -1.460709 0.0747 0.1312 -0.0810 0.255
H -2.757522 -0.325264 -0.742857 0.0545 0.0133 0.0684 0.343
H -0.759130 0.113921 2.773047 -0.0497 0.0315 -0.1256 0.325
H 0.777576 -0.632265 2.330924 -0.0363 0.0356 -0.0054 0.308
H 0.445080 1.057266 1.854389 -0.0270 -0.0301 0.0872 0.338
C 1.522276 1.437764 -1.200988 -2.1544 0.3038 0.6892 -0.766
C 1.848432 0.229053 -0.842492 0.2011 -0.2579 0.1486 -0.137
C 1.680870 -0.965794 -0.395880 0.8590 -0.5964 -0.5084 0.789
N 1.879953 -2.151908 -0.140165 0.0412 0.0297 0.0802 -0.621
H 0.410785 1.670016 -0.964515 2.1108 0.2868 -0.7227 0.206
H 2.223266 2.146999 -1.612321 -0.0850 0.1452 -0.1113 0.309
H 1.072057 -2.678299 0.189892 -0.1682 0.1917 0.0551 0.340
```
Positions in Å, forces in eV/Å.

Calculated values
HOMO level: -8.8 eV
electronic energy: -11950.042 eV
net charge: 0
energy above the lowest of the compared OMol25 structures with the same formula, charge and spin: 3.2768 eV